Record 1
DFT (ωB97M-V/def2-TZVPD) results for a structure of composition C27H37N2O13P4Tl at a distorted geometry.

Properties
- Molar mass: 925.9 g mol⁻¹
- Spin multiplicity: 1
- Relative energy (zero: lowest compared OMol25 entry of this formula, charge and spin): 83.9 kJ/mol
- E_tot: -3677.0604 hartree
- Orbital gap: 0.2796 Eh
- Charge: -2

Each line ends with the Mulliken charge.
Element x y z (Å)
Tl 0.72398 0.90148 0.25651  1.26
P -1.85116 -0.78359 1.10091  0.97
P 1.60716 0.84810 3.90716  0.52
P 1.13606 3.76860 3.00463  0.46
P 1.62336 -1.67366 -1.26397  0.95
O -4.31930 5.29141 -3.02925  -0.69
O 1.90189 0.07975 5.13696  -0.87
O -1.54413 1.96699 -4.42969  -0.94
O 2.92593 -0.96424 1.26082  -0.63
O -3.37467 3.97519 -4.53139  -0.56
O 0.38140 0.52757 3.09516  -0.29
O 0.18635 2.70942 5.21504  -0.67
O 3.87374 -2.94493 1.77947  -0.79
O -0.23275 1.06750 -2.87341  -0.48
O 1.34970 5.26181 3.60893  -0.59
O 2.91683 0.99450 2.93153  -0.63
O -0.16045 3.73006 2.28802  -0.56
O 2.44906 3.61744 2.12606  -0.56
N -2.07604 3.38231 -0.17438  0.31
N -1.43266 2.46041 -0.88935  0.13
C 1.13115 -3.94688 -2.95942  -0.26
C -1.79192 2.66623 -2.15835  -0.35
C -4.11905 0.17563 -0.29178  -0.94
C -2.38714 -0.66228 2.86336  -0.71
C 2.78155 -1.05215 -3.74724  -0.48
C 4.34253 -1.23346 -1.93028  -0.49
C 1.39391 2.64289 4.42468  0.96
C -2.73204 3.75878 -2.21999  0.29
C 0.62961 -2.79843 -2.34683  -0.67
C -1.04385 -4.45765 -3.86371  -0.49
C -2.03374 -3.65711 1.48491  -1.68
C -2.92698 0.72943 3.21449  -1.13
C 3.82098 -0.73125 -4.60844  -0.67
C 3.14289 -2.21523 1.09906  0.05
C -3.47493 -1.10876 0.24988  -0.74
C 2.40645 -2.90186 -0.10902  -0.86
C -1.55566 -3.31276 -3.26818  -0.87
C 5.38229 -0.91385 -2.79656  -0.68
C -3.53565 4.39600 -3.31223  0.47
C 2.57737 3.11979 5.25231  -1.74
C -1.12851 -2.48630 1.10692  0.35
C 3.02874 -1.32882 -2.39919  0.37
C 0.30177 -4.77340 -3.70663  -0.65
C -1.12450 1.83515 -3.23748  0.62
C 5.12687 -0.66746 -4.13935  -0.42
C -2.85154 4.17695 -0.91798  -0.72
C -0.72323 -2.49398 -2.51179  0.14
H -5.06983 -0.03477 -0.79015  0.44
H -1.81875 3.44150 0.80826  0.02
H -3.43972 4.98386 -0.50853  0.49
H -2.59926 -3.04954 -3.40075  0.44
H 1.75939 -1.07047 -4.11128  0.34
H 2.18344 -4.19346 -2.85357  0.28
H 2.31820 4.03234 5.79260  0.40
H 6.39554 -0.85191 -2.41685  0.41
H -1.10955 -1.58867 -2.05174  0.79
H 0.46358 5.65336 3.69660  0.34
H 3.01967 0.16915 2.36406  0.46
H -1.68636 -5.09937 -4.45595  0.35
H 3.11389 -3.55970 -0.60874  0.55
H -0.41189 2.03029 4.87261  0.37
H -3.89404 0.92127 2.73865  0.35
H -2.50824 -3.50593 2.45808  0.32
H -2.81825 -3.81069 0.74043  0.28
H -1.44525 -4.57718 1.54201  0.45
H 4.56301 -1.39837 -0.88329  0.30
H 1.61766 -3.52489 0.31362  0.63
H 5.93714 -0.41295 -4.81333  0.35
H -1.47909 -0.84105 3.43916  0.32
H -2.21856 1.49687 2.88773  0.07
H 2.84597 2.33451 5.95964  0.44
H -3.06266 0.83083 4.29578  0.39
H -3.12130 -1.44005 3.09287  0.52
H -3.26167 -1.78528 -0.58540  0.28
H -0.72482 -2.64415 0.10450  -0.52
H -0.26931 -2.42926 1.78471  0.41
H 2.84682 2.71370 2.25942  0.50
H 3.60803 -0.51816 -5.65022  0.38
H -4.15295 -1.62787 0.93310  0.48
H 0.70730 -5.66750 -4.16854  0.39
H -2.67545 3.16645 -4.58354  0.47
H -3.45600 0.66240 -1.01282  0.05
H 3.43333 3.32606 4.60958  0.29
H -4.31174 0.89327 0.51042  0.17


Record 2
DFT (ωB97M-V/def2-TZVPD) results for a cluster of 2 separate species, C25H28NO2 in total at a distorted geometry.

Properties
- Molar mass: 374.5 g mol⁻¹
- Spin multiplicity: 1
- Relative energy (zero: lowest compared OMol25 entry of this formula, charge and spin): 140.6 kJ/mol
- E_tot: -1174.3433 hartree
- Orbital gap: 0.2110 Eh
- Charge: +1

Each line ends with the Mulliken charge.
Element x y z (Å)
O 4.10482 -0.76059 2.30109  -0.45
O -5.16986 0.22630 1.24932  -0.44
N -2.69144 1.36937 1.31017  0.67
C -5.16365 1.65079 1.22036  -0.58
C -2.84081 -0.10393 -3.48538  -0.83
C 6.90043 -1.17181 -0.07590  -0.49
C 6.21057 0.34964 2.16915  -0.47
C 5.70249 -1.44669 0.59188  -0.32
C -1.76827 2.25298 1.99509  -1.66
C -3.81463 2.14153 0.73074  -0.38
C 2.48457 -1.54497 0.66147  -0.56
C 7.71490 -0.11116 0.33123  -0.53
C 2.23917 0.62386 1.72518  -0.43
C 5.35613 -0.64300 1.67880  0.71
C -4.35802 -0.19954 2.34599  -0.72
C -2.35728 -1.25211 -4.12433  1.13
C -2.38121 0.26438 -2.23731  -0.37
C 0.52487 -0.14330 0.13338  1.11
C 2.95059 -0.57229 1.54835  0.10
C -0.76830 0.10818 -0.41581  -0.29
C 1.09538 0.84644 0.98603  -0.91
C -1.45030 -2.06646 -3.43289  -1.01
C -1.35373 -0.48166 -1.56889  1.10
C 1.31783 -1.32099 -0.06242  -0.41
C -2.82012 -1.59516 -5.50709  -1.40
C -2.89481 0.11759 2.07455  -0.44
C 7.37666 0.63428 1.46442  -0.35
C -1.01267 -1.73802 -2.15927  -0.46
H -2.69875 -0.73677 -6.17737  0.37
H -4.50067 -1.28763 2.44745  0.34
H -3.69465 3.19433 1.01714  0.40
H 5.91300 0.89516 3.06136  0.43
H -2.29210 2.83835 2.77624  0.40
H -1.33520 2.95247 1.27257  0.45
H -3.88252 -1.87086 -5.52334  0.32
H 1.02990 -2.08732 -0.76492  0.05
H -1.10327 -2.98212 -3.92428  0.34
H 7.18686 -1.79474 -0.92784  0.37
H 0.60241 1.81211 1.07434  0.55
H -1.20714 1.05328 -0.10892  0.21
H 5.04870 -2.26317 0.28104  0.18
H -3.58780 0.51342 -3.99163  0.41
H -0.42426 -2.47142 -1.61833  0.50
H -5.96990 1.94292 0.53164  0.37
H -4.65294 0.34043 3.27853  0.33
H -3.75978 2.08021 -0.36769  0.00
H -0.97547 1.66678 2.47164  0.50
H -2.38075 0.22468 3.04162  0.43
H 8.01856 1.44429 1.81568  0.36
H 2.60893 1.36586 2.43870  0.45
H 8.62531 0.12185 -0.22186  0.38
H 3.04138 -2.47852 0.56025  0.61
H -2.41321 -0.70194 1.51738  0.18
H -2.23664 -2.43074 -5.90240  0.37
H -2.76539 1.15450 -1.74233  0.09
H -5.32790 2.07095 2.23741  0.31


Record 3
DFT (ωB97M-V/def2-TZVPD) results for a cluster of 9 separate species, C45H43Br2N7O15 in total at a distorted geometry.

Properties
- Molar mass: 1081.7 g mol⁻¹
- SMILES string: O=[N+]([O-])c1ccccc1.O=[N+]([O-])c1ccccc1.O=[N+]([O-])c1ccccc1.O=[N+]([O-])c1ccccc1.O=[N+]([O-])c1ccccc1.O=[N+]([O-])c1ccccc1.O=[N+]([O-])c1ccccc1.BrCCBr.CO
- Spin multiplicity: 1
- E_tot: -8399.7768 hartree
- Orbital gap: 0.3199 Eh
- Charge: 0

Each line ends with the Mulliken charge.
Element x y z (Å)
Br 0.44900 -3.14066 1.23957  -0.11
Br 2.53278 0.68863 -0.23854  -0.17
O 0.61024 1.36748 -8.11380  -0.58
O -4.96990 -2.10671 -2.31604  -0.61
O 4.15725 3.74848 2.11304  -0.63
O -2.64190 1.99393 5.35925  -0.66
O -1.78974 2.82863 2.14052  -0.65
O -0.43192 4.38714 -0.32179  -0.32
O 3.71900 -1.98311 -3.23978  -0.57
O -4.64224 2.02239 4.57201  -0.62
O -1.12478 1.23954 0.82493  -0.84
O 2.11810 -3.08424 4.60717  -0.59
O 0.03541 3.40006 -8.11726  -0.59
O -3.50096 -2.37734 -0.74558  -0.59
O 2.17852 3.88778 1.26981  -0.56
O 3.26271 -1.33862 5.02669  -0.60
O 4.61026 -3.85267 -2.77617  -0.61
N 3.61098 -3.12945 -2.94023  1.01
N -3.59578 1.45997 4.76689  1.14
N 3.06018 -2.35526 4.38474  1.09
N -3.82708 -2.08568 -1.89726  1.16
N -1.96406 2.01608 1.30350  1.65
N 0.42721 2.40673 -7.54912  0.96
N 2.95118 3.64178 2.19751  0.98
C -0.08159 3.31012 -5.28740  -0.35
C -1.72349 -1.58437 3.68464  0.16
C 1.85721 1.71639 -4.14028  -0.56
C -5.85747 1.39989 -0.27557  -0.96
C 4.78961 -4.36501 1.77332  -0.28
C -5.70439 2.19784 0.81466  -0.78
C 1.67132 -1.92006 0.31553  0.33
C -2.06390 -0.41586 4.39336  -0.72
C 2.58368 2.69115 5.77717  -0.57
C 0.99322 2.51842 -3.35088  -0.18
C 1.68016 1.70928 -5.48357  -0.36
C 1.40826 -0.51243 0.80379  0.05
C -0.80233 5.50802 0.58121  -0.68
C 0.08320 -4.06882 -3.79999  -0.23
C 1.99072 -4.68188 -1.84274  -1.08
C 2.34340 3.22291 3.51329  0.01
C 0.68727 2.49313 -6.06099  0.31
C -2.54839 -2.21792 2.79698  -1.04
C -3.27818 0.16582 4.11137  0.11
C -3.14179 -1.28221 -4.12364  -0.54
C 4.04707 -4.01514 2.90262  -0.52
C -3.35893 1.91417 0.74671  0.13
C 3.99983 -2.68970 3.32793  0.08
C 0.40062 2.87623 4.74723  -0.28
C -4.42334 2.41499 1.38744  -0.53
C -0.15492 -5.05060 -2.93498  -0.94
C 1.18421 2.64011 5.81498  -0.71
C -4.20415 -0.38195 3.21800  -0.63
C 3.22257 2.89330 4.53635  -0.80
C -2.79732 -1.57146 -2.78906  -0.88
C -2.23047 -0.71502 -4.93458  -0.83
C 1.32475 -3.35408 -3.78698  -0.54
C 0.98854 3.19072 3.56667  0.05
C -3.80308 -1.57834 2.51060  -0.27
C 2.20207 -3.75773 -2.84001  0.96
C 0.77950 -5.32791 -1.91483  -0.16
C -1.00379 -0.27423 -4.47528  -0.72
C 5.56932 -3.46790 1.09573  -0.58
C -1.50930 -1.27136 -2.33027  -0.12
C -4.73477 0.79184 -0.83782  -0.20
C 0.06510 3.35173 -3.92788  -0.57
C -0.68414 -0.52521 -3.15535  0.08
C -3.42383 1.04232 -0.34369  -0.53
C 5.63061 -2.17914 1.56340  -0.32
C 4.80605 -1.75800 2.65757  -0.51
H -1.01384 -5.67790 -3.01227  0.47
H 4.77578 -5.45663 1.60461  0.35
H 3.38210 -4.70434 3.35279  0.46
H -6.78983 1.32967 -0.73758  0.56
H 0.81225 2.52599 6.82984  0.43
H -0.55172 3.98667 -3.27231  0.48
H 6.27824 -1.40991 1.09109  0.36
H -4.27624 2.83136 2.40253  0.48
H 2.71680 -2.22753 0.59688  -0.07
H -2.56069 -0.55590 -5.98122  0.37
H -0.51664 6.48425 0.13516  0.28
H 0.36743 -0.19756 0.65959  -0.18
H 0.39220 3.42970 2.69843  0.47
H 4.23081 2.85537 4.25383  0.63
H -4.82932 0.16893 -1.72411  0.31
H -1.25014 -1.53992 -1.32677  0.76
H -0.65259 2.74404 4.93485  0.61
H 0.21998 -0.19489 -2.75606  0.75
H -4.17564 -1.53509 -4.36661  0.58
H 2.80922 -4.87840 -1.15389  0.50
H -6.56086 2.75655 1.11418  0.47
H -2.31183 -3.14420 2.21687  0.39
H 6.02410 -3.68377 0.14882  0.44
H 1.45290 -2.09551 -0.68872  -0.16
H -4.41557 -1.89598 1.72164  0.53
H -0.49559 5.41303 1.60407  0.22
H -2.52511 0.60905 -0.62257  0.73
H -0.21862 0.16900 -5.07869  0.59
H 3.23174 2.45643 6.62056  0.37
H 1.00902 2.54477 -2.28585  0.24
H 1.53314 -2.48229 -4.45127  0.41
H -0.73692 3.91743 -5.90918  0.49
H -1.87548 5.46431 0.65766  0.27
H 2.29301 1.04620 -6.11036  0.32
H -1.33934 -0.06230 5.08781  0.54
H -0.79144 -2.03877 4.07605  0.39
H 1.70111 -0.40613 1.84778  0.55
H 0.45362 -6.06508 -1.18792  0.42
H -5.08271 0.17714 2.91271  0.58
H -0.69675 -3.77628 -4.51579  0.36
H 0.49587 4.12362 -0.28967  0.28
H 4.86995 -0.76984 3.07902  0.58
H 2.60445 1.04776 -3.73079  0.38